No. 1
{"formula": "C3H2N5O6", "method": "ωB97M-V/def2-TZVPD", "elements": ["O", "O", "O", "O", "O", "O", "N", "N", "N", "N", "N", "C", "C", "C", "H", "H"], "positions_angstrom": [[0.8850, -2.2772, 1.9635], [1.8696, -0.5581, 1.0056], [2.9616, 1.3938, 0.4005], [1.0123, 1.1886, -1.3020], [-0.6451, 2.3055, -2.1604], [3.1221, -0.0807, -1.2072], [-1.5735, -1.0741, 1.1648], [2.9465, 0.6051, -0.3645], [-0.1782, 1.4755, -1.4273], [0.8632, -1.2413, 1.3264], [-2.5785, -0.6820, 0.4268], [-0.3314, -0.8887, 0.7804], [-2.2909, 0.1877, -0.6047], [-1.0614, 0.7453, -0.6544], [-1.8127, -1.5280, 1.9593], [-3.1887, 0.4285, -1.3069]], "nbo_charge": [-0.2796, -0.4934, 0.0323, -0.4828, -0.2686, 0.0262, -0.2218, 0.8901, 0.4590, 0.4381, -0.1896, 0.2515, -0.0630, 0.1609, 0.4386, 0.3021], "e_tot_ha": -839.88157, "max_force_ev_per_a": 6.2, "total_charge": 1, "gap_ev": [7.228, 7.224], "e_above_lowest_kj_mol": 320.81}

No. 2
{"formula": "C3H2NO3", "method": "ωB97M-V/def2-TZVPD", "elements": ["O", "O", "O", "N", "C", "C", "C", "H", "H"], "positions_angstrom": [[0.9510, 0.1217, -1.4876], [-0.0389, 2.0993, -1.0404], [0.6019, -0.4740, 2.3627], [-0.1057, -1.3304, 0.2715], [0.1266, 0.9035, -0.8878], [-0.6016, 0.0903, 0.1235], [0.1722, -0.5124, 1.2356], [0.6043, -1.1446, -0.7118], [-1.7098, 0.2466, 0.1342]], "nbo_charge": [-0.7663, -0.6967, -0.6163, -0.6656, 0.7343, -0.3096, 0.6815, 0.4488, 0.1898], "e_tot_ha": -396.01704, "max_force_ev_per_a": 4.2, "total_charge": -1, "gap_ev": 9.292, "smiles": "O=C([O-])[C@H]1NC1=O", "e_above_lowest_kj_mol": 154.07}

No. 3
{"formula": "C3H2NO3S", "method": "ωB97M-V/def2-TZVPD", "elements": ["S", "O", "O", "O", "N", "C", "C", "C", "H", "H"], "positions_angstrom": [[-2.3113, 0.9926, 0.4766], [2.1836, 1.3120, 0.1887], [-0.9870, 1.3504, -0.5386], [2.0055, -0.9058, 0.7268], [-1.7623, -0.5912, 0.7917], [-0.1881, 0.2051, -0.6383], [-0.7022, -0.8933, 0.0613], [1.7259, 0.2138, 0.3049], [0.2453, 0.1345, -1.5171], [-0.2094, -1.8182, 0.1439]], "nbo_charge": [0.5851, -0.6663, -0.6720, -0.7173, -0.6973, -0.1446, 0.0394, 0.8777, 0.1779, 0.2173], "e_tot_ha": -794.16424, "max_force_ev_per_a": 4.8, "total_charge": -1, "gap_ev": 5.994, "e_above_lowest_kj_mol": 244.46}

No. 4
{"formula": "C3H2NS3", "method": "ωB97M-V/def2-TZVPD", "elements": ["S", "S", "S", "N", "C", "C", "C", "H", "H"], "positions_angstrom": [[-2.0870, -0.0432, 2.0936], [0.7127, -0.8415, 1.5494], [-0.1072, 2.5872, -1.9429], [1.4462, -1.2296, -0.1191], [-0.7725, 0.4905, -0.1818], [-0.9072, -0.1662, 0.9758], [-0.7838, 1.3433, -1.0450], [1.8061, -0.4582, -0.5228], [0.6928, -1.6823, -0.8071]], "nbo_charge": [-0.1621, 0.3523, -0.3194, -0.9595, -0.3224, -0.2790, -0.0380, 0.3532, 0.3748], "e_tot_ha": -1364.80371, "max_force_ev_per_a": 6.1, "total_charge": -1, "gap_ev": 6.955, "smiles": "NSC([S-])=C=C=S", "e_above_lowest_kj_mol": 226.18}

No. 5
{"formula": "C3H2NiO3", "method": "ωB97M-V/def2-TZVPD", "elements": ["Ni", "O", "O", "O", "C", "C", "C", "H", "H"], "positions_angstrom": [[0.2978, 0.1248, -0.1688], [3.6708, 0.1944, 0.2446], [-0.5725, -1.4747, -0.1480], [-1.2811, 1.0834, 0.2178], [2.5526, 0.1897, 0.1865], [-2.2753, 0.2579, 0.0055], [-1.9029, -1.1349, -0.2002], [-2.7203, -0.9091, 0.8574], [-2.5119, -1.6050, -0.9958]], "lowdin_spin": [0.9696, 0.0026, 0.0984, 0.2808, 0.0140, 0.5301, 0.0873, 0.0131, 0.0041], "e_tot_ha": -1849.36210, "spin_multiplicity": 3, "max_force_ev_per_a": 5.6, "gap_ev": [9.018, 6.771], "s_squared": 2.011, "e_above_lowest_kj_mol": 0.00}

No. 6
{"formula": "C3H2O2", "method": "ωB97M-V/def2-TZVPD", "elements": ["O", "O", "C", "C", "C", "H", "H"], "positions_angstrom": [[1.4716, 0.0927, -0.3456], [-0.2569, -1.2577, 0.1147], [0.2371, -0.2093, -0.6940], [0.7338, 0.8466, 0.5839], [-0.3995, 0.0167, 0.7695], [-0.4496, 0.1300, -1.3957], [-1.3365, 0.3811, 0.9672]], "nbo_charge": [-0.4612, -0.4550, 0.4094, 0.1242, -0.0384, 0.2114, 0.2095], "e_tot_ha": -265.77776, "max_force_ev_per_a": 3.7, "gap_ev": 10.111, "e_above_lowest_kj_mol": 455.52}

No. 7
{"formula": "C3H2O2", "method": "ωB97M-V/def2-TZVPD", "elements": ["O", "O", "C", "C", "C", "H", "H"], "positions_angstrom": [[1.9594, -0.1593, -0.0892], [-1.5395, 0.5414, -0.0818], [-1.6657, -0.6812, 0.2039], [-0.3100, -0.1855, -0.3987], [0.9181, 0.1964, 0.3401], [0.8494, 0.8315, 1.4005], [-0.2116, -0.5433, -1.3748]], "nbo_charge": [-0.4999, -0.3925, 0.3877, -0.2279, 0.4009, 0.1160, 0.2157], "e_tot_ha": -265.84156, "max_force_ev_per_a": 3.0, "gap_ev": 10.252, "e_above_lowest_kj_mol": 288.01}

No. 8
{"formula": "C3H2O2", "method": "ωB97M-V/def2-TZVPD", "elements": ["O", "O", "C", "C", "C", "H", "H"], "positions_angstrom": [[3.1167, 0.6710, -0.1733], [-0.4938, -1.2013, -0.2796], [1.5530, 0.2173, -0.1084], [-1.1958, -0.0732, 0.1295], [0.3317, -0.1011, -0.0817], [-1.7307, -0.1063, 1.1688], [-1.5811, 0.5937, -0.6553]], "nbo_charge": [-0.5262, -0.3973, 0.5512, -0.0232, -0.0387, 0.2245, 0.2098], "e_tot_ha": -265.70678, "max_force_ev_per_a": 10.7, "gap_ev": 8.119, "smiles": "O=C=C1CO1", "e_above_lowest_kj_mol": 641.87}

No. 9
{"formula": "C3H2O2S", "method": "ωB97M-V/def2-TZVPD", "elements": ["S", "O", "O", "C", "C", "C", "H", "H"], "positions_angstrom": [[-0.4855, -1.3831, -1.5261], [1.0710, -0.2084, 1.7049], [-0.3894, 1.9758, 0.2678], [0.3179, -0.8287, 0.9795], [-0.0829, -0.3286, -0.3850], [-0.1867, 1.1740, -0.6068], [-0.0865, -1.8501, 1.2525], [-0.1580, 1.4492, -1.6869]], "nbo_charge": [0.2129, -0.4547, -0.4482, 0.3649, -0.3220, 0.3773, 0.1383, 0.1314], "e_tot_ha": -664.12042, "max_force_ev_per_a": 1.6, "gap_ev": 7.642, "smiles": "O=CC(=S)C=O", "e_above_lowest_kj_mol": 119.66}

No. 10
{"formula": "C3H2O2S", "method": "ωB97M-V/def2-TZVPD", "elements": ["S", "O", "O", "C", "C", "C", "H", "H"], "positions_angstrom": [[-2.0414, 2.3060, -0.2810], [-2.9199, -0.4628, -0.7802], [-4.1133, -1.9895, 0.4522], [-1.3754, 1.0067, 0.2818], [-0.6387, 0.0264, 0.7279], [-3.5122, -1.1883, -0.1423], [-0.7381, -1.0172, 0.8725], [0.3031, 0.3904, 1.1713]], "lowdin_spin": [0.7700, 0.0249, 0.0063, 0.5824, 0.5015, 0.0079, 0.0464, 0.0607], "e_tot_ha": -664.05674, "spin_multiplicity": 3, "max_force_ev_per_a": 3.3, "gap_ev": [6.835, 7.744], "s_squared": 2.021, "e_above_lowest_kj_mol": 0.00}

No. 11
{"formula": "C3H2O2Sr", "method": "ωB97M-V/def2-TZVPD", "elements": ["Sr", "O", "O", "C", "C", "C", "H", "H"], "positions_angstrom": [[0.6390, -2.0994, -0.9707], [1.0708, -0.8579, 0.8214], [-0.2205, 0.0140, -1.1809], [0.4533, 0.2915, 0.9572], [-0.3365, 0.8163, -0.0232], [-1.3205, -0.7670, -1.4419], [0.5466, 0.8190, 1.9165], [-0.8321, 1.7833, -0.0784]], "mulliken_charge": [1.5339, -0.9709, -0.4760, 0.1796, -0.4236, -0.5184, 0.3337, 0.3418], "e_tot_ha": -296.50293, "max_force_ev_per_a": 2.0, "gap_ev": [4.892, 4.897], "e_above_lowest_kj_mol": 0.00}

No. 12
{"formula": "C3H2O3", "method": "ωB97M-V/def2-TZVPD", "elements": ["O", "O", "O", "C", "C", "C", "H", "H"], "positions_angstrom": [[0.2244, 1.1617, -1.1092], [-2.0485, -0.2130, 0.7886], [1.8538, -1.2039, 0.4229], [-1.1129, 0.5400, 0.7513], [0.0691, 0.3111, -0.2614], [1.0371, -0.8981, -0.4026], [-1.1014, 1.5252, 1.2767], [1.0786, -1.2230, -1.4662]], "nbo_charge": [-0.4636, -0.4624, -0.4592, 0.3595, 0.3889, 0.3569, 0.1420, 0.1378], "e_tot_ha": -341.17137, "max_force_ev_per_a": 0.8, "gap_ev": 9.287, "smiles": "O=CC(=O)C=O", "e_above_lowest_kj_mol": 171.81}

No. 13
{"formula": "C3H2O3", "method": "ωB97M-V/def2-TZVPD", "elements": ["O", "O", "O", "C", "C", "C", "H", "H"], "positions_angstrom": [[-0.7434, -1.7645, 0.4961], [1.5692, 0.4082, -0.5313], [-0.5992, 2.2632, -0.6267], [-0.5936, 1.1478, -0.0281], [0.4816, 0.1490, -0.1150], [0.2582, -1.2305, 0.1018], [-1.4967, 0.9875, 0.5977], [1.1240, -1.9607, 0.1056]], "nbo_charge": [-0.4497, -0.3746, -0.4249, 0.2985, 0.3201, 0.3205, 0.1612, 0.1488], "e_tot_ha": -341.15061, "max_force_ev_per_a": 6.1, "gap_ev": 8.405, "smiles": "O=CC(=O)C=O", "e_above_lowest_kj_mol": 226.31}

No. 14
{"formula": "C3H2O3", "method": "ωB97M-V/def2-TZVPD", "elements": ["O", "O", "O", "C", "C", "C", "H", "H"], "positions_angstrom": [[-2.1769, -0.7819, 0.0826], [-0.7746, 0.9589, 0.6123], [0.7612, 0.5127, -1.0947], [0.7267, 0.6517, 0.2388], [0.2984, -0.6093, -0.3557], [-1.1326, -0.2321, 0.0936], [1.4809, 1.0453, 0.8873], [0.8170, -1.5454, -0.4644]], "nbo_charge": [-0.5192, -0.5001, -0.4211, 0.3245, -0.0965, 0.7666, 0.2207, 0.2252], "e_tot_ha": -341.14802, "max_force_ev_per_a": 2.6, "gap_ev": 11.363, "smiles": "O=C1O[C@@H]2O[C@H]12", "e_above_lowest_kj_mol": 233.11}

No. 15
{"formula": "C3H2O3P", "method": "ωB97M-V/def2-TZVPD", "elements": ["P", "O", "O", "O", "C", "C", "C", "H", "H"], "positions_angstrom": [[0.5850, -0.3710, -1.0519], [-0.4424, 2.0926, -1.2109], [-0.5696, 1.0277, -3.1336], [-0.8266, 3.3864, 1.4991], [-0.0193, 1.9154, 0.1005], [-0.2018, 1.0223, -2.0127], [0.5275, 0.7847, 0.4351], [0.8882, 0.4146, 1.3544], [-0.7270, -0.7152, -1.2014]], "nbo_charge": [0.3474, -0.5204, -0.6042, -0.7455, 0.4556, 0.5670, -0.7042, 0.2279, -0.0235], "e_tot_ha": -682.42050, "max_force_ev_per_a": 5.3, "total_charge": -1, "gap_ev": [7.952, 7.887], "e_above_lowest_kj_mol": 560.93}

No. 16
{"formula": "C3H2O3Rh", "method": "ωB97M-V/def2-TZVPD", "elements": ["Rh", "O", "O", "O", "C", "C", "C", "H", "H"], "positions_angstrom": [[-0.3790, -2.4279, -0.3626], [2.1063, 1.2603, 0.2690], [0.8332, -0.9773, -0.1116], [-1.8811, -1.2515, -0.2716], [1.1441, 0.5573, -0.2652], [-0.1001, 0.1251, 0.1463], [-1.4318, -0.0451, -0.1038], [1.8091, 1.9415, 0.8923], [-2.1007, 0.8177, -0.1928]], "lowdin_spin": [2.6115, 0.1996, 0.4435, 0.4600, 0.6054, 0.4544, 0.2079, 0.0131, 0.0047], "e_tot_ha": -450.69592, "spin_multiplicity": 6, "max_force_ev_per_a": 6.8, "total_charge": 2, "gap_ev": [8.661, 8.812], "s_squared": 8.764, "e_above_lowest_kj_mol": 258.04}

No. 17
{"formula": "C3H2O3Ru", "method": "ωB97M-V/def2-TZVPD", "elements": ["Ru", "O", "O", "O", "C", "C", "C", "H", "H"], "positions_angstrom": [[2.0193, 1.0710, -0.5087], [0.4073, 1.6152, 0.2867], [1.5903, -0.7393, -0.5234], [-2.7506, 0.5552, -0.5952], [0.4089, -0.8356, 0.2102], [-0.3527, 0.4931, 0.1659], [-1.6539, 0.5331, -0.1536], [-0.2951, -1.6199, -0.1561], [0.6264, -1.0727, 1.2742]], "lowdin_spin": [3.4364, 0.4842, 0.4172, 0.1828, 0.0584, 0.2291, 0.1712, 0.0069, 0.0138], "e_tot_ha": -435.62518, "spin_multiplicity": 6, "max_force_ev_per_a": 5.8, "total_charge": 1, "gap_ev": [8.181, 6.896], "s_squared": 8.769, "e_above_lowest_kj_mol": 0.00}

No. 18
{"formula": "C3H2O3S", "method": "ωB97M-V/def2-TZVPD", "elements": ["S", "O", "O", "O", "C", "C", "C", "H", "H"], "positions_angstrom": [[2.1153, -0.4348, -0.0885], [1.2562, 1.1462, -0.0583], [0.2942, -2.3571, 0.1185], [-0.6881, 2.3433, 0.0848], [-0.1767, 1.2875, 0.0215], [-0.6731, -0.1454, -0.0034], [0.4624, -1.1796, 0.0302], [-1.2338, -0.3098, -0.9288], [-1.3564, -0.3503, 0.8238]], "lowdin_spin": [1.2480, 0.4801, 0.0881, 0.0566, 0.0263, -0.0018, 0.1034, -0.0009, 0.0000], "e_tot_ha": -739.29754, "spin_multiplicity": 3, "max_force_ev_per_a": 3.5, "gap_ev": [7.721, 7.323], "s_squared": 2.010, "e_above_lowest_kj_mol": 0.00}

No. 19
{"formula": "C3H2OS", "method": "ωB97M-V/def2-TZVPD", "elements": ["S", "O", "C", "C", "C", "H", "H"], "positions_angstrom": [[-1.5343, 1.9190, 1.5116], [2.8596, -0.9506, 1.5295], [1.9103, -0.5404, 1.0294], [0.8705, 0.1267, 0.4865], [-0.5372, 0.7555, 0.8078], [-1.2586, 0.1167, 0.1253], [0.7490, -0.1985, -0.6257]], "nbo_charge": [0.0615, -0.4071, 0.7630, -0.6228, -0.2642, 0.1896, 0.2799], "e_tot_ha": -588.82501, "max_force_ev_per_a": 3.2, "gap_ev": [8.039, 8.039], "smiles": "O=C=CC=S", "e_above_lowest_kj_mol": 151.75}

No. 20
{"formula": "C3H2OZn", "method": "ωB97M-V/def2-TZVPD", "elements": ["Zn", "O", "C", "C", "C", "H", "H"], "positions_angstrom": [[3.5306, 1.2206, -0.3632], [2.1744, -0.0355, 0.3189], [-0.3098, 0.1264, 0.2659], [0.9523, 0.0921, 0.2828], [-1.6515, -0.0484, 0.3151], [-2.1671, 0.7900, -0.1988], [-2.5289, -2.1451, -0.6207]], "nbo_charge": [-0.0014, -0.9523, -0.4248, 0.3474, -0.3801, 0.0972, -0.6860], "e_tot_ha": -1969.75605, "max_force_ev_per_a": 4.2, "total_charge": -2, "gap_ev": [3.120, 2.858]}